1.
51
Properties=species:S:1:pos:R:3:forces:R:3:mulliken_charge:R:1 method="wB97M-V/def2-TZVPD" e_tot_ha=-1601.4029 charge=0 gap_ev=8.8 e_homo_ev=-8.31 smiles="CCOc1cc(CNS(=O)(=O)c2cn(C)cn2)cc(OCC)c1OCC" e_lumo_ev=0.45 relative_energy_ev=2.1490
C 2.592 4.542 -0.311 -0.30 -0.34 -0.07 -1.47
C 1.342 3.685 -0.440 -0.03 0.40 0.07 -0.31
O 1.758 2.370 -0.742 0.06 -0.27 -0.09 -0.30
C 0.813 1.406 -0.932 0.05 -0.16 -0.03 0.50
C -0.555 1.603 -0.814 0.02 0.11 -0.15 -0.45
C -1.425 0.532 -0.975 0.23 0.00 -0.46 -0.92
C -2.882 0.710 -0.642 0.12 -0.18 -0.33 -1.62
N -3.082 0.919 0.780 -0.15 -0.65 0.71 -0.31
S -2.748 -0.376 1.784 -0.10 0.70 0.45 1.25
O -3.166 0.041 3.091 0.23 0.15 -0.10 -0.72
O -3.330 -1.535 1.190 0.33 -0.06 -0.34 -0.65
C -0.973 -0.522 1.822 -0.06 0.05 0.13 -0.23
C -0.053 0.452 2.111 -0.36 0.05 0.13 -0.30
N 1.169 -0.138 2.004 -0.50 -0.08 0.16 0.31
C 2.450 0.504 2.112 0.52 0.23 -0.20 -0.78
C 0.939 -1.425 1.660 -0.22 -0.20 0.08 -0.55
N -0.335 -1.685 1.548 -0.17 -0.47 0.02 -0.24
C -0.939 -0.718 -1.310 -0.12 0.04 -0.15 -0.13
C 0.429 -0.936 -1.452 0.26 0.32 -0.08 0.74
O 0.995 -2.126 -1.777 0.20 0.41 0.27 -0.42
C 0.177 -3.259 -2.021 -0.25 -0.50 -0.01 -0.55
C -0.259 -3.968 -0.744 0.09 0.35 -0.27 -0.82
C 1.313 0.131 -1.234 0.17 -0.03 -0.06 0.91
O 2.683 -0.033 -1.211 -0.57 -0.08 0.30 -0.44
C 3.298 -0.400 -2.437 0.25 -0.02 -0.55 -0.25
C 3.124 0.665 -3.514 -0.02 -0.17 0.39 -1.10
H 2.317 5.565 -0.071 -0.01 0.11 0.03 0.44
H 3.234 4.149 0.473 0.08 0.00 0.09 0.31
H 3.145 4.532 -1.246 0.07 0.04 -0.09 0.32
H 0.776 3.698 0.502 -0.01 -0.03 -0.12 0.32
H 0.697 4.073 -1.240 0.00 -0.09 0.11 0.37
H -0.957 2.575 -0.574 0.01 0.17 0.06 0.58
H -3.316 1.561 -1.174 -0.01 -0.11 0.08 0.48
H -3.443 -0.193 -0.883 0.00 0.13 -0.23 0.42
H -2.676 1.766 1.143 0.03 0.18 0.17 0.33
H -0.177 1.477 2.392 0.05 0.25 0.04 0.48
H 3.159 -0.171 2.588 -0.04 0.05 0.04 0.33
H 2.356 1.408 2.712 0.00 -0.06 0.02 0.30
H 2.821 0.764 1.117 0.00 0.03 0.11 0.27
H 1.723 -2.136 1.495 0.29 -0.12 -0.05 0.48
H -1.638 -1.531 -1.401 -0.07 -0.18 0.02 0.33
H 0.815 -3.921 -2.617 -0.16 0.12 0.02 0.40
H -0.688 -2.978 -2.632 0.11 0.00 0.01 0.37
H -0.912 -4.798 -0.998 -0.07 -0.14 -0.03 0.39
H 0.611 -4.352 -0.219 0.09 -0.07 0.08 0.28
H -0.783 -3.290 -0.073 -0.05 -0.06 0.01 0.16
H 2.905 -1.361 -2.785 0.12 0.12 0.10 0.16
H 4.354 -0.516 -2.181 -0.10 -0.04 -0.07 0.39
H 3.694 0.393 -4.398 0.03 -0.03 -0.13 0.45
H 3.474 1.626 -3.144 0.04 0.10 -0.01 0.19
H 2.075 0.759 -3.786 -0.07 0.03 -0.09 0.30

2.
44
Properties=species:S:1:pos:R:3:forces:R:3:mulliken_charge:R:1 method="wB97M-V/def2-TZVPD" e_tot_ha=-2496.7233 charge=0 gap_ev=8.7 e_homo_ev=-8.40 e_lumo_ev=0.27 relative_energy_ev=0.1368
C -3.061 1.171 -1.381 -0.38 0.28 0.30 -0.32
C -1.343 -1.349 -3.269 0.40 0.08 -0.26 -0.44
C -2.522 2.053 -2.216 -0.90 0.22 -0.49 -0.43
H -3.898 1.457 -0.709 0.63 0.04 -0.63 0.36
C -0.289 -0.525 -3.240 -0.18 -0.79 -0.04 -0.42
H -1.272 -2.351 -3.713 0.32 0.45 0.15 0.37
H -3.018 3.013 -2.381 0.22 -0.04 0.55 0.37
H 0.680 -0.885 -3.590 -0.27 -0.05 -0.10 0.39
C -1.436 1.779 -3.204 0.35 0.31 -0.26 -0.75
H -0.993 2.741 -3.507 -0.20 -0.19 0.16 0.41
H -1.864 1.378 -4.131 0.01 -0.05 0.09 0.35
C -2.698 -0.283 -1.333 -0.15 -0.62 0.36 -0.39
H -3.466 -0.760 -0.704 0.32 0.03 -0.16 0.41
H -1.740 -0.453 -0.806 -0.32 -0.04 -0.25 -0.02
C -2.693 -1.045 -2.700 -0.63 -0.11 0.59 -0.74
H -3.350 -0.531 -3.423 0.27 -0.04 0.21 0.33
H -3.191 -2.011 -2.509 0.20 0.32 -0.14 0.40
C -0.291 0.879 -2.718 0.43 0.25 -0.21 -0.33
H 0.644 1.355 -3.053 -0.19 -0.22 0.27 0.47
H -0.273 0.867 -1.624 0.12 0.13 -0.03 -0.04
Zn -0.568 0.458 2.108 0.79 -1.00 0.93 -0.20
H -1.148 1.192 3.320 -0.89 0.76 0.01 -0.09
C 1.485 2.593 2.757 0.10 -0.12 -0.25 -1.10
N 1.469 1.216 2.251 0.50 0.04 0.37 0.11
C 2.144 1.122 0.951 0.19 0.20 0.04 -1.16
C 2.072 0.258 3.238 -0.38 0.76 -0.48 -0.60
C 1.601 -1.132 2.901 0.82 -0.99 0.55 1.02
C 2.396 -2.228 3.290 -0.59 0.49 -0.54 -0.80
C 1.982 -3.516 2.944 0.13 -0.10 0.13 -0.47
C 0.768 -3.707 2.274 -0.43 0.51 -0.05 -0.56
C -0.050 -2.589 1.948 0.85 -1.52 0.38 -0.18
C 0.386 -1.315 2.253 -0.86 0.72 -0.87 -0.20
H 0.941 3.231 2.050 0.17 -0.03 0.17 0.30
H 2.518 2.959 2.860 -0.16 0.06 0.08 0.33
H 0.960 2.624 3.715 0.13 0.04 -0.11 0.34
H 2.056 0.112 0.533 -0.01 0.21 0.21 0.37
H 1.675 1.838 0.264 0.14 -0.17 0.06 0.39
H 3.212 1.381 1.058 -0.20 -0.06 -0.14 0.28
H 3.173 0.334 3.220 -0.20 -0.02 -0.07 0.33
H 1.754 0.570 4.247 -0.07 -0.12 -0.36 0.42
H 3.329 -2.015 3.817 -0.16 -0.36 -0.13 0.35
H 2.622 -4.371 3.208 -0.42 0.37 -0.17 0.34
H 0.442 -4.721 2.020 0.13 0.37 0.08 0.36
H -1.024 -2.751 1.479 0.37 -0.02 0.06 0.43

3.
67
Properties=species:S:1:pos:R:3:forces:R:3:mulliken_charge:R:1 method="wB97M-V/def2-TZVPD" e_tot_ha=-6793.6533 charge=0 gap_ev=1.5 e_homo_ev=-6.69 e_lumo_ev=-5.15
C -2.261 6.143 4.289 -0.25 0.56 -1.78 -0.59
C -1.697 5.598 2.907 -0.07 0.47 2.15 0.44
O -1.412 4.408 2.817 -0.70 0.14 0.09 -0.60
O -1.588 6.490 1.967 0.67 -1.11 0.31 -0.11
C -0.753 6.016 0.866 -0.12 -0.50 -1.55 -0.64
C -1.628 5.206 -0.119 0.27 0.28 -0.80 -0.51
C -0.768 4.359 -1.109 0.00 0.25 1.38 -0.94
C -0.009 3.327 -0.228 -0.59 -0.58 -0.50 0.46
C 0.515 2.143 -1.076 -0.62 1.56 -0.23 -1.26
N 1.711 1.502 -0.505 0.30 0.01 -1.68 0.52
N 2.377 0.887 -1.603 -0.19 -0.03 -0.61 -0.65
C 1.408 0.625 0.585 0.92 -0.23 0.99 0.55
S 2.927 -0.414 0.979 0.16 -0.57 0.08 0.02
N 0.338 -0.357 0.347 1.59 1.88 -1.60 -0.42
C 0.410 -1.323 1.046 -2.19 -1.75 2.51 0.27
S 0.109 -2.356 2.204 0.30 -0.37 -1.00 -0.09
C 1.190 1.484 1.866 1.80 1.63 -0.74 0.38
O 0.262 1.351 2.610 -1.63 -0.97 0.82 -0.68
O 2.142 2.340 2.017 0.72 0.32 -0.78 -0.85
H -2.588 7.184 4.126 -0.04 -0.46 0.25 0.27
H -1.497 6.132 5.075 -0.21 -0.40 -0.30 0.33
H -3.181 5.553 4.595 1.19 1.76 0.72 0.10
H -0.352 6.883 0.321 -0.36 0.00 0.59 0.44
H 0.096 5.460 1.282 -0.46 0.07 -0.01 0.33
H -2.250 5.915 -0.696 0.18 -0.22 0.38 0.36
H -2.305 4.505 0.395 0.26 0.33 0.01 0.27
H -1.475 3.879 -1.805 0.49 0.05 0.13 0.37
H -0.062 5.002 -1.662 -0.34 -0.28 0.01 0.37
H -0.752 2.964 0.508 0.58 0.05 -0.08 0.31
H 0.820 3.786 0.339 -0.32 -0.11 -0.30 -0.03
H -0.326 1.461 -1.292 0.53 -0.18 0.25 0.35
H 0.817 2.557 -2.052 0.11 -0.29 0.44 0.48
H 2.054 -0.058 -1.793 0.16 0.02 0.08 0.29
H 3.384 0.952 -1.546 -0.09 -0.39 0.21 0.15
H 3.846 0.434 1.521 -0.65 0.13 -0.15 0.11
Al 1.940 -1.091 3.633 0.71 -0.86 0.06 0.43
O -0.035 -4.771 -0.574 -0.03 -0.47 -0.14 -0.47
S -1.043 -5.345 0.325 0.27 1.45 1.34 1.16
O -2.292 -4.593 0.207 -0.19 -0.55 -0.31 -0.58
O -0.560 -5.284 1.706 0.09 -0.19 -0.14 -0.45
O -1.287 -6.758 -0.067 0.43 -0.45 -0.97 -0.36
Mg 3.584 2.944 0.300 -1.58 -0.62 1.06 0.74
C -0.747 -4.657 -6.018 0.02 -0.04 0.05 -0.32
C -0.516 -6.009 -6.263 -0.02 0.03 0.08 -0.35
C -0.276 -6.877 -5.202 0.00 0.15 -0.17 -0.54
C -0.276 -6.386 -3.904 -0.03 -0.63 0.03 -0.37
C -0.501 -5.055 -3.663 -0.08 0.62 0.10 -0.10
C -0.738 -4.177 -4.712 -0.04 -0.09 -0.21 -0.63
H -0.932 -3.980 -6.844 0.02 -0.02 -0.01 0.34
H -0.526 -6.385 -7.279 0.00 0.02 0.01 0.34
H -0.095 -7.929 -5.387 0.00 0.02 0.00 0.38
H -0.108 -7.037 -3.026 0.06 0.00 -0.32 0.64
H -0.493 -4.704 -2.639 0.06 0.06 -0.03 0.41
H -0.913 -3.125 -4.516 -0.02 -0.01 -0.02 0.35
O -3.003 8.696 0.305 2.15 1.95 1.30 -0.48
H -2.735 8.191 1.076 -1.89 -3.26 0.06 0.48
C 3.523 -4.563 1.697 0.39 -0.58 -0.40 0.65
O 3.255 -3.587 2.478 -0.14 1.27 0.60 -0.62
O 2.428 -4.991 0.969 0.20 0.75 0.58 -0.28
O 4.586 -5.141 1.521 -0.01 0.29 0.19 -0.69
H 1.803 -4.350 1.345 -0.61 -0.62 -0.54 0.13
F 0.650 -7.610 -1.681 -0.73 0.29 0.84 -0.47
Ca -3.612 3.908 3.660 -0.16 -2.16 -0.85 0.91
Br -1.589 9.194 1.898 -0.21 2.56 -1.32 -0.07
O 0.450 -5.916 4.756 -0.15 0.04 0.05 -0.65
H 0.250 -5.793 3.820 0.04 -0.01 -0.18 0.39
H 0.306 -6.855 4.903 0.05 0.03 -0.03 0.30

4.
55
Properties=species:S:1:pos:R:3:forces:R:3:mulliken_charge:R:1 method="wB97M-V/def2-TZVPD" e_tot_ha=-4700.3226 charge=+3 gap_ev="9.0 / 5.6" e_homo_ev="-17.01 / -18.46" spin_multiplicity=4 e_lumo_ev="-8.02 / -12.87" relative_energy_ev=0.1675
Au -0.681 -0.046 -0.835 -0.21 -0.04 -0.09 1.30
C -2.894 1.697 -4.367 0.01 -0.01 0.01 -1.34
C -2.413 1.620 -2.952 0.05 -0.01 -0.05 0.67
O -1.451 0.852 -2.673 -0.05 -0.07 0.00 -0.55
N -3.019 2.377 -2.049 -0.06 0.01 0.04 0.05
C -2.655 2.466 -0.640 0.04 0.04 -0.02 -1.54
C -3.200 1.313 0.162 0.00 -0.04 0.00 1.42
C -4.407 1.411 0.830 -0.03 -0.02 0.01 -0.89
C -4.916 0.308 1.499 -0.02 0.02 0.00 -0.29
C -4.198 -0.878 1.486 0.00 -0.02 0.00 -0.81
C -2.992 -0.913 0.819 0.01 0.03 -0.03 -0.01
N -2.503 0.162 0.176 0.04 0.01 0.02 -0.20
H -2.194 1.190 -5.024 0.01 0.00 0.00 0.34
H -3.014 2.733 -4.683 0.00 0.00 0.01 0.42
H -3.865 1.203 -4.442 0.01 -0.01 0.00 0.35
H -3.786 2.948 -2.374 0.01 0.01 0.00 0.30
H -3.061 3.399 -0.258 0.00 0.01 0.00 0.58
H -1.569 2.530 -0.550 0.01 -0.01 -0.01 0.08
H -4.947 2.348 0.819 0.00 0.00 0.00 0.47
H -5.863 0.373 2.018 0.00 0.00 0.00 0.46
H -4.562 -1.767 1.980 0.00 0.01 0.00 0.45
H -2.397 -1.816 0.782 0.01 0.01 0.00 0.50
N 0.368 -0.810 1.137 0.01 -0.04 0.12 -0.19
C 0.922 -0.672 2.136 0.16 -0.06 0.18 0.21
N 1.548 -0.461 3.302 -0.13 0.10 -0.18 0.02
C 2.681 0.419 3.351 0.07 -0.06 0.00 -0.02
C 3.969 -0.523 3.567 -0.09 0.06 0.01 -0.44
O 3.696 -1.253 4.706 0.05 -0.04 0.01 -0.21
C 2.687 -2.188 4.591 -0.09 0.09 0.00 -0.38
C 1.334 -1.328 4.425 0.10 -0.09 -0.04 -0.52
H 2.621 1.071 4.220 -0.01 0.00 0.01 0.31
H 2.794 0.975 2.423 0.01 0.00 0.01 -0.01
H 4.823 0.124 3.756 0.03 -0.01 -0.01 0.39
H 4.096 -1.148 2.682 0.01 -0.01 -0.02 0.36
H 2.612 -2.748 5.520 0.01 -0.02 0.01 0.39
H 2.801 -2.830 3.716 0.01 -0.02 -0.01 0.34
H 1.218 -0.747 5.339 -0.01 0.01 0.01 0.32
H 0.499 -2.003 4.260 -0.02 0.00 0.03 0.44
C 1.150 -1.611 -3.958 0.04 -0.01 0.00 -0.54
C 1.636 -2.589 -2.863 0.00 0.03 -0.02 -0.69
C 1.875 -1.716 -1.635 -0.09 -0.02 -0.08 -0.31
O 1.126 -0.472 -1.879 0.19 0.00 -0.16 -0.25
C 1.293 -0.240 -3.331 0.00 0.02 0.15 -0.36
H 0.115 -1.806 -4.230 -0.02 -0.01 0.03 0.22
H 1.749 -1.681 -4.863 -0.01 -0.01 -0.02 0.40
H 2.556 -3.093 -3.151 0.00 -0.01 0.01 0.35
H 0.891 -3.354 -2.661 -0.01 0.00 -0.02 0.26
H 2.918 -1.423 -1.522 -0.02 0.01 -0.01 0.29
H 1.512 -2.148 -0.709 -0.02 0.02 0.07 0.33
H 2.297 0.168 -3.451 0.04 0.00 0.02 0.33
H 0.555 0.490 -3.635 -0.03 0.03 -0.01 0.26
Cl 1.197 2.272 0.467 -0.07 0.17 0.03 -0.33
Ge 2.962 2.566 -0.828 0.14 -0.14 -0.07 0.69
Cl 4.203 0.861 -0.295 -0.07 0.14 0.03 -0.29
Cl 3.884 4.387 -0.310 0.00 -0.02 0.04 -0.18